No. 1
Formula: C4H8N2O
Source: OMol25
Level of theory: ωB97M-V with the def2-TZVPD basis set

Summary:
**LUMO**: 1.00 eV
**SMILES string**: NC(=O)CN1CC1
**Kohn-Sham gap**: 10.6283 eV
**Energy relative to the best compared isomer or geometry (same formula, charge and spin)**: 164.2 kJ/mol

The geometry in ORCA input format:
```
! RIJCOSX wB97M-V def2-TZVPD def2/J DEFGRID3
* xyz 0 1
C -0.911 -0.570 -0.005
O -0.598 -2.291 -1.624
C -0.638 1.694 0.899
H 1.820 -2.215 -1.072
H 0.686 1.347 -0.841
C -0.071 -1.552 -0.810
H -1.516 -0.027 -0.748
H -1.473 1.935 0.239
N 1.270 -1.516 -0.596
N -0.174 0.315 0.885
H -0.651 2.197 1.862
H 1.584 1.549 0.750
H -1.609 -1.160 0.597
C 0.641 1.340 0.247
H 1.642 -1.047 0.216
*
```

The molecule's natural (NBO) atomic charges, reported in e, are given here: -0.33, -0.62, -0.25, 0.41, 0.20, 0.66, 0.20, 0.19, -0.83, -0.42, 0.21, 0.20, 0.23, -0.27, 0.41

No. 2
Formula: C4H18BrN4O6Pt
Source: OMol25
Level of theory: ωB97M-V with the def2-TZVPD basis set

Summary:
**<S²>**: 2.003
**LUMO (alpha / beta)**: -2.52 / -3.21 eV
**Kohn-Sham gap (alpha / beta)**: 8.2977 / 7.7842 eV

The geometry in ORCA input format:
```
! RIJCOSX wB97M-V def2-TZVPD def2/J DEFGRID3
* xyz 1 3
O -0.473 0.483 -2.813
C 0.914 0.627 -3.174
H -2.410 0.287 2.199
C 0.139 -2.447 1.863
H -0.981 0.987 -3.457
O -2.761 1.005 -1.337
H 1.931 -1.477 -1.130
Br -2.305 -2.408 -1.798
H 1.993 0.762 1.496
N -0.628 -3.489 2.271
H -0.360 -4.158 2.967
O -0.085 1.421 0.207
C 0.608 2.152 0.888
H -3.524 0.578 -1.749
H 2.124 2.373 2.201
H 1.779 -3.317 2.639
C 1.827 0.269 -2.014
H -3.577 -0.488 1.582
H -1.557 -3.500 1.886
H -0.483 3.846 0.602
O -0.313 -1.584 1.114
O 1.258 -0.797 -1.214
N 1.420 -2.419 2.362
N 0.394 3.499 0.941
H 2.727 -0.149 -2.479
O -2.770 -0.013 1.358
H 2.059 -1.740 1.997
Pt -1.051 -0.467 -0.654
N 1.742 1.728 1.531
H 1.036 4.123 1.395
H -3.116 1.713 -0.788
H 1.197 1.618 -3.532
H 1.066 -0.105 -3.971
H 2.177 1.088 -1.388
*
```

The molecule's natural (NBO) atomic charges, reported in e, are given here: -0.73, -0.09, 0.48, 0.81, 0.50, -0.95, 0.50, -0.63, 0.41, -0.82, 0.41, -0.73, 0.80, 0.51, 0.40, 0.40, -0.09, 0.49, 0.43, 0.42, -0.73, -0.75, -0.83, -0.83, 0.19, -0.96, 0.40, 1.34, -0.83, 0.40, 0.50, 0.19, 0.19, 0.18

No. 3
Formula: C15H12N5O2RuS2Se5
Source: OMol25
Level of theory: ωB97M-V with the def2-TZVPD basis set

Summary:
**LUMO (alpha / beta)**: -5.95 / -5.95 eV
**Kohn-Sham gap (alpha / beta)**: 4.4200 / 4.4194 eV
**Energy relative to the best compared isomer or geometry (same formula, charge and spin)**: 36.8 kJ/mol

The geometry in ORCA input format:
```
! RIJCOSX wB97M-V def2-TZVPD def2/J DEFGRID3
* xyz 1 1
S -3.450 1.527 -1.524
H 4.817 2.696 -0.976
H 6.417 0.811 -0.738
N -2.512 0.138 1.455
C -3.715 3.254 -1.038
H -2.659 4.176 -2.683
Se -0.926 -3.826 -1.435
C 3.534 -0.957 -0.855
C 2.621 0.101 -0.989
H 2.203 -2.288 -0.916
H -4.673 3.566 -1.451
C 1.170 -0.119 -1.071
C -2.563 4.056 -1.604
Ru -1.284 -1.533 -0.916
C 4.459 1.678 -0.941
C 5.354 0.617 -0.806
O 3.169 -2.257 -0.809
S -1.017 3.178 -1.240
N -0.981 0.532 -1.248
C 3.111 1.414 -1.030
N -1.025 -1.654 1.085
C -1.725 1.595 -1.305
N 0.367 0.893 -1.198
C -1.637 -0.727 1.910
C 0.198 -2.433 3.028
H 0.945 -3.139 3.360
H 5.579 -1.517 -0.664
H -3.752 3.321 0.049
N -1.989 0.271 3.992
C -0.390 -1.554 3.877
H 2.400 2.221 -1.137
Se -3.637 -1.594 -0.821
H -2.497 5.040 -1.143
C -0.135 -2.441 1.647
C -1.341 -0.659 3.318
Se -4.502 -3.692 -0.992
Se -2.759 -5.142 -1.207
H -0.160 -1.502 4.931
O 0.726 -1.352 -0.992
Se -3.026 1.116 2.840
H 0.385 -3.133 0.999
C 4.899 -0.682 -0.763
*
```

The molecule's natural (NBO) atomic charges, reported in e, are given here: 0.32, 0.22, 0.22, -0.65, -0.52, 0.23, 0.01, 0.35, -0.18, 0.50, 0.25, 0.58, -0.55, 0.48, -0.26, -0.15, -0.67, 0.39, -0.40, -0.14, -0.35, -0.05, -0.43, 0.24, -0.26, 0.25, 0.23, 0.22, -0.58, -0.12, 0.23, 0.15, 0.25, 0.14, 0.13, 0.21, 0.19, 0.25, -0.75, 1.06, 0.23, -0.28

No. 4
Formula: C3H3FN2O2
Source: OMol25
Level of theory: ωB97M-V with the def2-TZVPD basis set

Summary:
**LUMO**: 0.33 eV
**SMILES string**: Nn1cc(F)c(=O)o1
**Kohn-Sham gap**: 10.0792 eV
**Energy relative to the best compared isomer or geometry (same formula, charge and spin)**: 317.0 kJ/mol

The geometry in ORCA input format:
```
! RIJCOSX wB97M-V def2-TZVPD def2/J DEFGRID3
* xyz 0 1
C 1.256 0.937 -0.088
C 0.115 -1.020 -0.288
H -2.581 0.648 -0.051
F 2.451 -1.185 0.067
O 2.089 1.807 0.020
C 1.334 -0.520 -0.081
O -0.063 1.219 -0.262
N -1.931 -0.029 0.295
H -0.217 -2.037 -0.341
N -0.787 0.013 -0.532
H -1.666 0.167 1.260
*
```

The molecule's natural (NBO) atomic charges, reported in e, are given here: 0.67, -0.08, 0.37, -0.28, -0.55, 0.23, -0.35, -0.64, 0.24, 0.03, 0.35